# 1
Entry from the Open Molecules 2025 dataset: a gas-phase ion, C53H57F3N5 (charge +1) (wB97M-V/def2-TZVPD).

Its charge is +1. The value obtained for the HOMO energy is -9.5 eV. The lowest unoccupied orbital energy is -0.1183 Eh. The value obtained for the orbital gap is 6.3 eV. The energy relative to the best compared isomer or geometry (same formula, charge and spin) is 29.3 kcal/mol.

Last column: Löwdin charge in e.
Cartesian coordinates (Å):
C 3.978394 2.558086 1.821280  -0.04
C 2.941592 2.095385 2.827898  -0.39
C 3.002733 2.780295 4.192856  -0.05
C 3.000556 0.561639 2.974835  -0.11
C 4.036339 0.045134 3.790718  -0.02
C 4.097712 -1.339447 4.025054  -0.03
C 3.121115 -2.187047 3.478641  -0.02
C 2.016634 -1.654149 2.786833  -0.13
C 0.764836 -2.540137 2.637349  -0.36
C 0.385708 -3.138503 4.013887  -0.04
C 1.030474 -3.527478 1.518702  -0.06
C 2.051397 -0.312553 2.370322  -0.07
N 0.889157 0.244395 1.702790  0.03
N 0.153169 1.060857 2.497435  0.22
N -0.820509 1.551917 1.713407  0.03
C -1.950336 2.177590 2.383020  -0.12
C -1.769361 3.449248 2.949313  -0.12
C -0.391102 4.160142 2.943784  -0.37
C 0.015900 4.652692 4.329719  -0.06
C -0.310894 5.236523 1.870065  -0.04
C -2.900297 4.103789 3.447706  -0.01
C -4.140458 3.454135 3.452222  -0.03
C -4.263277 2.136762 2.997398  -0.01
C -3.136139 1.447621 2.538071  -0.12
C -3.184066 -0.083143 2.298554  -0.35
C -4.075919 -0.435241 1.113032  -0.04
C -3.555124 -0.803795 3.616357  -0.04
C -0.735032 1.038155 0.432807  -0.06
C -1.619285 1.554487 -0.587316  -0.13
C -1.713976 0.769321 -1.742663  -0.01
C -2.576072 1.019427 -2.788837  0.04
C -3.248650 2.243119 -2.754368  -0.11
C -3.947185 2.676594 -4.006389  -0.49
F -4.643382 3.845459 -3.833133  0.11
F -3.023138 2.906180 -5.010420  0.12
F -4.851460 1.748956 -4.473452  0.12
C -3.164417 3.095581 -1.651866  0.01
C -2.396765 2.751178 -0.559021  0.02
C 0.419895 0.240835 0.386598  -0.07
C 1.231547 -0.296339 -0.736220  -0.03
H 3.870632 2.003362 0.881875  0.08
H 3.863927 3.624115 1.609908  0.09
H 4.983451 2.368385 2.202820  0.09
H 1.952288 2.275557 2.418959  0.08
H 2.210019 2.402418 4.850073  0.09
H 3.964599 2.590826 4.673352  0.08
H 2.860222 3.863546 4.131842  0.07
H 4.823510 0.706068 4.215606  0.13
H 4.947498 -1.768080 4.585676  0.12
H 3.187761 -3.277726 3.587915  0.12
H -0.026932 -1.850358 2.315425  0.10
H 0.368700 -2.365985 4.802916  0.09
H -0.609530 -3.593925 4.010640  0.08
H 1.096943 -3.914438 4.316771  0.08
H 1.317942 -3.003482 0.595637  0.05
H 1.860261 -4.199724 1.762452  0.09
H 0.147438 -4.128848 1.293069  0.08
H 0.286527 3.337567 2.682464  0.08
H 0.042620 3.820514 5.046658  0.09
H 1.011397 5.103345 4.278864  0.07
H -0.702629 5.399644 4.691315  0.08
H -0.535943 4.840061 0.873348  0.07
H -1.034975 6.035281 2.081225  0.09
H 0.690578 5.673010 1.841425  0.08
H -2.811439 5.133413 3.795448  0.12
H -5.011635 3.968268 3.864346  0.12
H -5.221034 1.620438 3.003162  0.12
H -2.135513 -0.313430 2.024275  0.11
H -3.768561 0.083690 0.190979  0.08
H -4.006844 -1.505305 0.931230  0.05
H -5.136907 -0.201116 1.292839  0.09
H -2.954231 -0.442210 4.469035  0.09
H -4.622112 -0.664309 3.870191  0.09
H -3.359420 -1.875077 3.532313  0.07
H -1.177125 -0.162827 -1.706120  0.07
H -2.712393 0.300013 -3.603341  0.14
H -3.738786 4.033973 -1.671433  0.14
H -2.507781 3.343476 0.358772  0.11
H 1.075943 0.378473 -1.609324  0.12
H 2.284753 -0.273084 -0.388416  0.13
C -3.162811 -3.641408 -0.732146  -0.01
N -2.022711 -3.082336 -1.474920  -0.08
C -0.962305 -2.406495 -0.933418  -0.04
C -0.037697 -2.056593 -1.955999  -0.17
C 1.388042 -1.688668 -1.633731  -0.16
C 2.129354 -1.788067 -2.971487  -0.14
C 2.199663 -3.012989 -3.634573  -0.03
N 3.077341 -2.935676 -4.701889  -0.08
C 3.391602 -4.024234 -5.632841  -0.02
C 3.549032 -1.616865 -4.790779  -0.17
C 2.931339 -0.853302 -3.750262  -0.12
C 3.254857 0.502399 -3.674690  -0.04
C 4.224052 1.074436 -4.510664  -0.09
C 4.814747 0.278277 -5.507905  -0.08
C 4.456148 -1.078973 -5.694594  -0.01
C -0.714738 -2.288070 -3.236170  -0.13
C -1.873465 -3.063337 -2.886180  -0.16
C -2.570768 -3.870757 -3.779438  -0.01
C -2.092351 -3.852974 -5.111950  -0.07
C -1.048510 -2.972678 -5.531797  -0.07
C -0.427133 -2.115279 -4.599882  -0.04
H -3.744909 -4.314344 -1.392288  0.09
H -2.846764 -4.224838 0.146406  0.10
H -3.875017 -2.858493 -0.401705  0.07
H -0.926739 -2.290687 0.153133  0.12
H 2.054449 -2.392099 -0.931621  0.16
H 1.661064 -3.932375 -3.406569  0.15
H 4.200758 -3.781388 -6.352805  0.09
H 3.687383 -4.933959 -5.088467  0.09
H 2.531987 -4.375222 -6.234373  0.09
H 2.680231 1.113633 -2.981608  0.09
H 4.469587 2.134089 -4.410196  0.10
H 5.624245 0.703863 -6.089781  0.10
H 4.909643 -1.696689 -6.463547  0.10
H -3.416010 -4.480579 -3.463172  0.10
H -2.593115 -4.479555 -5.858936  0.10
H -0.706496 -2.979236 -6.572477  0.11
H 0.292485 -1.371723 -4.977838  0.12

Atoms 1-2, force components in eV/Å:
C 0.11 0.07 -0.10
C -0.56 -0.93 -0.21



# 2
Entry from the Open Molecules 2025 dataset: a gas-phase ion, C4H6NO3 (charge -1) (wB97M-V/def2-TZVPD).

Its charge is -1. The value obtained for the HOMO energy is -3.9 eV. The lowest unoccupied orbital energy is 0.1456 Eh. The value obtained for the orbital gap is 7.9 eV. Its SMILES is C[C@@H](C=O)NC(=O)[O-]. The energy relative to the best compared isomer or geometry (same formula, charge and spin) is 32.9 kcal/mol.

Last column: Löwdin charge in e.
Cartesian coordinates (Å):
O 0.533981 -1.817309 -2.215564  0.00
C -0.073516 -1.146264 -1.403353  -0.23
C 0.668542 -0.009994 -0.735594  -0.38
C 1.425606 -0.554451 0.494528  -0.06
N -0.297077 1.060169 -0.393960  0.03
C -0.876961 0.886859 1.045238  -0.78
O -1.521449 -0.119049 1.319795  -0.05
O -0.525995 1.880137 1.716159  -0.09
H -1.033952 -1.418024 -0.926405  0.13
H 1.493104 0.267881 -1.406585  0.13
H 2.025459 0.210827 0.952288  0.07
H 0.754949 -1.115359 1.158210  0.08
H 2.064331 -1.330474 0.047671  0.07
H -0.040743 2.023582 -0.498015  0.07

Atoms 1-2, force components in eV/Å:
O -1.02 -0.21 -0.29
C 1.82 -0.29 0.82



# 3
Entry from the Open Molecules 2025 dataset: C4H7NO in the gas phase (wB97M-V/def2-TZVPD).

The value obtained for the HOMO energy is -9.5 eV. The lowest unoccupied orbital energy is 0.0362 Eh. The value obtained for the orbital gap is 10.5 eV. Its SMILES is C=CN(C)C=O. The energy relative to the best compared isomer or geometry (same formula, charge and spin) is 44.1 kcal/mol.

Last column: Löwdin charge in e.
Cartesian coordinates (Å):
C 1.446678 -0.314679 -0.451644  -0.06
N -0.013439 -0.197806 -0.412499  -0.18
C -0.998827 1.608057 0.743164  0.04
C -0.374507 0.438169 0.810927  -0.22
C -0.828767 -1.274175 -0.747944  -0.31
O -0.387546 -2.392435 -0.911487  0.04
H 1.840878 0.609424 0.002109  0.09
H 1.812501 -0.382479 -1.477793  0.09
H 1.832681 -1.191520 0.086005  0.09
H -1.047291 2.196290 1.645072  0.05
H -1.325441 2.042011 -0.222264  0.08
H -0.028424 -0.114026 1.722998  0.14
H -1.928499 -1.026827 -0.786643  0.15

Atoms 1-2, force components in eV/Å:
C 0.21 -0.25 -0.13
N -0.07 -0.27 -0.04